Record 1
{
  "formula": "C3H10OS",
  "method": "ωB97M-V with the def2-TZVPD basis set",
  "species": ["H", "C", "C", "H", "H", "S", "H", "O", "H", "H", "C", "H", "H", "H", "H"],
  "positions_angstrom": [[-5.05, 1.42, 2.32], [-4.67, -0.27, 2.86], [1.69, 0.10, -0.90], [1.59, 2.26, -0.84], [0.74, 0.22, -1.38], [2.83, -1.21, -1.70], [-3.88, -0.31, 3.60], [-4.47, 0.82, 1.94], [1.61, -0.50, 0.04], [3.13, 1.51, -0.14], [2.41, 1.45, -0.93], [3.65, -0.31, -2.01], [-5.71, 0.09, 3.46], [2.79, 1.94, -1.82], [-4.89, -1.17, 2.31]],
  "lowdin_charge": [0.01, -0.15, -0.53, 0.09, 0.05, 0.66, 0.06, -0.12, 0.06, 0.06, -0.20, -0.24, 0.14, 0.07, 0.06],
  "gap_ev": 9.752,
  "total_charge": 0,
  "smiles": "CCS.CO",
  "e_lumo_ha": 0.031,
  "homo_energy_ha": -0.32740,
  "e_above_lowest_kcal_mol": 49.6
}

---

Record 2
{
  "formula": "C3H10OS2",
  "method": "ωB97M-V with the def2-TZVPD basis set",
  "species": ["S", "H", "H", "H", "H", "S", "C", "H", "H", "H", "O", "H", "C", "H", "C", "H"],
  "positions_angstrom": [[0.96, -1.20, 0.88], [-1.01, 0.22, 0.39], [3.40, -2.94, -1.09], [4.64, -2.19, -0.03], [0.58, 0.94, -0.02], [3.12, -0.65, -1.06], [0.00, 0.00, 0.00], [-0.10, -0.37, -1.03], [4.83, -2.14, -1.81], [-3.59, 2.58, -0.05], [-2.88, 3.22, 0.22], [3.44, -1.18, 1.23], [2.66, -0.64, 0.65], [-2.77, 3.80, -0.57], [4.10, -2.09, -0.99], [2.69, 0.42, 0.95]],
  "lowdin_charge": [0.72, 0.04, 0.04, 0.04, 0.04, 0.75, -0.46, 0.03, 0.04, 0.05, -0.09, 0.05, -0.85, 0.05, -0.47, 0.03],
  "gap_ev": 8.832,
  "total_charge": 0,
  "smiles": "CSCSC.O",
  "e_lumo_ha": 0.025,
  "homo_energy_ha": -0.29908,
  "e_above_lowest_kcal_mol": 20.0
}

---

Record 3
{
  "formula": "C3H10OS2",
  "method": "ωB97M-V with the def2-TZVPD basis set",
  "species": ["C", "C", "O", "S", "H", "C", "H", "H", "H", "S", "H", "H", "H", "H", "H", "H"],
  "positions_angstrom": [[-1.72, 1.87, -0.43], [1.23, -1.51, -1.60], [1.88, 0.05, 3.42], [-0.33, -0.26, 0.65], [-0.20, 2.07, 1.16], [-0.39, 1.50, 0.26], [1.30, -2.35, -0.89], [0.48, 1.66, -0.40], [1.27, 0.76, 3.21], [-0.42, -0.83, -1.66], [-2.52, 1.19, -0.18], [-2.01, 2.91, -0.30], [1.78, -0.52, 2.65], [1.92, -0.73, -1.31], [1.47, -1.82, -2.63], [-1.52, 1.78, -1.50]],
  "lowdin_charge": [-0.20, -0.56, -0.07, 0.57, 0.06, -0.66, 0.03, 0.06, 0.01, 0.55, 0.06, 0.07, 0.00, 0.02, 0.04, 0.04],
  "gap_ev": 8.366,
  "total_charge": 0,
  "smiles": "CCSSC.O",
  "e_lumo_ha": -0.026,
  "homo_energy_ha": -0.33323,
  "e_above_lowest_kcal_mol": 19.6
}

---

Record 4
{
  "formula": "C3H10OS2",
  "method": "ωB97M-V with the def2-TZVPD basis set",
  "species": ["H", "C", "H", "H", "H", "H", "H", "C", "C", "H", "S", "H", "S", "H", "O", "H"],
  "positions_angstrom": [[-0.48, -1.25, 1.97], [0.01, -0.80, -0.07], [-0.82, -0.19, -3.21], [1.12, 2.73, 0.43], [-0.13, -1.21, -1.11], [1.09, -0.67, 0.25], [2.16, 1.31, 0.56], [1.48, 2.00, 1.12], [-0.56, -1.72, 1.00], [-2.24, 0.20, -2.78], [0.34, 1.15, 2.02], [2.19, 2.63, 1.76], [-0.79, 0.73, -0.28], [-1.65, -1.88, 0.84], [-1.68, -0.40, -3.43], [-0.04, -2.64, 0.94]],
  "lowdin_charge": [0.01, -0.78, -0.05, 0.00, 0.07, 0.06, 0.04, -0.68, -0.20, 0.09, 0.66, 0.07, 0.66, 0.08, -0.08, 0.06],
  "gap_ev": 7.456,
  "total_charge": 0,
  "smiles": "CCSSC.O",
  "e_lumo_ha": -0.063,
  "homo_energy_ha": -0.33686,
  "e_above_lowest_kcal_mol": 55.0
}

---

Record 5
{
  "formula": "C3H10OSi2",
  "method": "ωB97M-V with the def2-TZVPD basis set",
  "species": ["Si", "H", "H", "C", "H", "H", "H", "H", "Si", "H", "H", "O", "H", "H", "C", "C"],
  "positions_angstrom": [[-2.24, -0.76, -0.74], [3.13, -0.86, -1.18], [-1.63, 2.04, 0.30], [1.42, 0.25, -0.60], [-2.43, 0.02, 2.50], [-1.90, -2.17, -1.21], [3.09, -0.27, 0.44], [-3.14, 0.06, -1.56], [-1.08, 0.63, 0.67], [-3.35, -0.95, 0.27], [1.31, 0.06, 1.47], [-1.50, 0.28, 2.19], [1.01, 0.41, -1.62], [3.63, 0.85, -0.96], [2.92, 0.05, -0.55], [0.77, 0.36, 0.58]],
  "lowdin_charge": [0.49, 0.08, -0.01, -0.24, 0.10, -0.10, 0.04, -0.13, 0.27, -0.12, 0.06, -0.27, 0.10, 0.10, -0.13, -0.23],
  "gap_ev": 9.927,
  "total_charge": 0,
  "smiles": "C/C=C/[Si@H](O)[SiH3]",
  "e_lumo_ha": 0.030,
  "homo_energy_ha": -0.33472,
  "e_above_lowest_kcal_mol": 24.8
}

---

Record 6
{
  "formula": "C3H10S2",
  "method": "ωB97M-V with the def2-TZVPD basis set",
  "species": ["H", "H", "C", "C", "H", "H", "H", "C", "H", "S", "H", "H", "S", "H", "H"],
  "positions_angstrom": [[0.49, 4.45, -0.04], [1.14, -1.36, -0.69], [-0.25, 3.92, 0.54], [0.97, -3.30, 0.39], [0.13, 2.98, 0.93], [-0.36, -2.31, -1.03], [-0.60, 4.50, 1.39], [0.70, -2.35, -0.79], [1.15, -2.77, -1.69], [-2.63, 1.97, 0.21], [-2.29, 1.19, -0.79], [0.18, -3.99, 0.69], [-1.67, 3.61, -0.57], [1.16, -2.71, 1.29], [1.89, -3.83, 0.17]],
  "lowdin_charge": [0.02, 0.06, -0.46, -0.17, 0.02, 0.06, 0.02, -0.17, 0.06, 0.29, -0.23, 0.06, 0.33, 0.06, 0.06],
  "gap_ev": 9.474,
  "total_charge": 0,
  "smiles": "CSS.CC",
  "e_lumo_ha": 0.023,
  "homo_energy_ha": -0.32530,
  "e_above_lowest_kcal_mol": 9.6
}

---

Record 7
{
  "formula": "C3H10S3",
  "method": "ωB97M-V with the def2-TZVPD basis set",
  "species": ["H", "C", "S", "H", "H", "H", "H", "S", "C", "H", "H", "S", "H", "C", "H", "H"],
  "positions_angstrom": [[1.26, -0.88, -0.66], [-2.23, -0.66, 1.82], [2.46, -0.29, -0.31], [0.97, 3.18, -1.47], [-2.38, -2.68, 2.68], [-1.33, -0.05, 1.89], [0.37, 1.98, -0.45], [-3.26, -0.80, 0.27], [1.30, 2.51, -0.68], [-4.54, -0.87, 0.79], [1.65, 2.76, 0.34], [2.27, 1.29, -1.75], [-1.25, -2.49, 1.30], [-1.63, -2.03, 2.22], [-0.83, -1.77, 2.88], [-3.01, -0.39, 2.54]],
  "lowdin_charge": [-0.19, -0.59, 0.26, 0.02, 0.07, 0.06, 0.00, 0.62, -0.46, -0.14, 0.05, 0.33, 0.06, -0.19, 0.06, 0.05],
  "gap_ev": 9.517,
  "total_charge": 0,
  "smiles": "CCS.CSS",
  "e_lumo_ha": 0.013,
  "homo_energy_ha": -0.33708,
  "e_above_lowest_kcal_mol": 25.5
}

---

Record 8
{
  "formula": "C3H11ClSi2",
  "method": "ωB97M-V with the def2-TZVPD basis set",
  "species": ["H", "C", "Si", "H", "Si", "C", "H", "H", "H", "H", "C", "H", "H", "H", "H", "Cl", "H"],
  "positions_angstrom": [[-0.96, -4.31, -0.53], [-0.23, -3.63, -0.98], [2.46, -0.28, 0.75], [-0.89, 2.27, 1.69], [0.72, 1.05, 0.17], [-0.27, 1.41, 1.77], [0.42, 1.49, 2.62], [2.10, 2.34, -1.28], [2.26, -0.75, 2.21], [0.58, 3.22, -1.20], [1.40, 2.69, -0.53], [-0.14, 0.66, -1.04], [0.25, -4.04, -1.85], [-0.94, 0.54, 2.09], [-0.01, -2.60, -0.57], [3.05, -1.71, -0.76], [2.04, 3.37, -0.01]],
  "lowdin_charge": [-0.02, 0.06, 0.22, 0.00, 0.33, -0.28, 0.01, -0.01, -0.11, 0.07, -0.31, -0.02, -0.03, 0.05, -0.02, 0.05, 0.01],
  "gap_ev": [8.107, 7.448],
  "total_charge": 0,
  "e_lumo_ha": [0.007, -0.049],
  "homo_energy_ha": [-0.29098, -0.32224],
  "e_above_lowest_kcal_mol": 89.8
}

---

Record 9
{
  "formula": "C3H11IN3",
  "method": "ωB97M-V with the def2-TZVPD basis set",
  "species": ["H", "H", "H", "C", "N", "H", "C", "H", "C", "H", "H", "H", "N", "H", "I", "N", "H", "H"],
  "positions_angstrom": [[-1.31, 1.95, -1.37], [1.03, -1.16, 1.66], [0.77, 0.39, -1.66], [-0.08, -0.96, -0.22], [0.40, -2.23, -0.67], [-0.10, -0.02, 1.85], [0.67, 0.38, -0.59], [-1.56, 2.74, 0.22], [-1.34, 1.88, -0.32], [0.74, 2.41, -0.21], [-1.19, -0.84, -0.26], [1.08, -2.41, 0.05], [0.09, 1.51, -0.02], [0.91, -2.26, -1.53], [2.74, 0.13, 0.04], [0.03, -0.97, 1.40], [-0.77, -1.64, 1.70], [-2.10, 1.11, -0.07]],
  "lowdin_charge": [0.07, 0.08, 0.08, -0.37, 0.07, 0.16, -0.75, 0.07, -0.05, 0.17, 0.14, 0.04, -0.19, 0.10, 0.96, 0.14, 0.21, 0.09],
  "gap_ev": 9.927,
  "total_charge": 1,
  "smiles": "CN[C@@H](I)[C@@H](N)[NH3+]",
  "e_lumo_ha": -0.126,
  "homo_energy_ha": -0.49069,
  "e_above_lowest_kcal_mol": 55.4
}

---

Record 10
{
  "formula": "C3H11N",
  "method": "ωB97M-V with the def2-TZVPD basis set",
  "species": ["H", "H", "H", "C", "C", "H", "H", "H", "N", "C", "H", "H", "H", "H", "H"],
  "positions_angstrom": [[-1.26, -2.63, 0.75], [-0.53, 0.09, -1.14], [-0.40, 0.95, -2.55], [1.39, 1.10, 0.25], [1.17, 1.22, -1.23], [-2.78, -2.50, 1.59], [1.43, 2.25, -1.53], [2.44, 1.13, 0.57], [-0.23, 0.96, -1.55], [-1.79, -2.04, 1.49], [1.87, 0.58, -1.79], [0.98, 0.17, 0.67], [-1.28, -2.19, 2.43], [-1.92, -1.00, 1.25], [0.92, 1.91, 0.81]],
  "lowdin_charge": [0.01, 0.05, 0.06, -0.13, -0.36, 0.02, 0.10, 0.07, -0.02, -0.05, 0.10, 0.07, 0.01, 0.01, 0.07],
  "gap_ev": 10.233,
  "total_charge": 0,
  "smiles": "CCN.C",
  "e_lumo_ha": 0.040,
  "homo_energy_ha": -0.33628,
  "e_above_lowest_kcal_mol": 5.5
}

---

Record 11
{
  "formula": "C3H11N2",
  "method": "ωB97M-V with the def2-TZVPD basis set",
  "species": ["H", "H", "H", "H", "H", "C", "N", "N", "H", "C", "C", "H", "H", "H", "H", "H"],
  "positions_angstrom": [[-1.84, -2.10, 0.58], [-1.67, -1.84, -1.05], [1.06, 1.35, 1.19], [-0.38, -1.95, -0.14], [-1.24, -0.18, 1.36], [-0.25, 0.74, -0.36], [2.25, 0.80, -0.47], [-1.33, -1.55, -0.12], [-0.08, 0.27, -1.35], [-1.34, -0.09, 0.28], [1.08, 0.58, 0.40], [2.38, 1.78, -0.70], [3.04, 0.58, 0.14], [-2.34, 0.29, 0.05], [1.18, -0.43, 0.78], [-0.52, 1.76, -0.59]],
  "lowdin_charge": [0.17, 0.18, 0.12, 0.17, 0.14, -0.18, 0.00, 0.18, 0.12, -0.14, -0.28, 0.08, 0.08, 0.14, 0.11, 0.13],
  "gap_ev": 9.328,
  "total_charge": 1,
  "smiles": "NCCC[NH3+]",
  "e_lumo_ha": -0.140,
  "homo_energy_ha": -0.48284,
  "e_above_lowest_kcal_mol": 21.2
}

---

Record 12
{
  "formula": "C3H11N2",
  "method": "ωB97M-V with the def2-TZVPD basis set",
  "species": ["C", "H", "H", "H", "N", "C", "H", "H", "H", "H", "H", "H", "N", "H", "H", "C"],
  "positions_angstrom": [[1.50, -0.82, -0.66], [2.56, -0.91, -0.46], [-0.16, -0.32, 0.48], [-1.98, -1.54, 0.06], [0.89, -0.19, 0.56], [1.12, 1.28, 0.62], [1.06, -1.80, -0.82], [1.36, -0.15, -1.50], [-2.80, 1.15, -0.52], [-3.71, -0.45, -0.76], [1.22, -0.67, 1.39], [0.98, 1.67, -0.39], [-1.87, -0.53, 0.17], [0.49, 1.76, 1.36], [2.16, 1.45, 0.87], [-2.82, 0.07, -0.40]],
  "lowdin_charge": [0.00, 0.10, 0.08, 0.08, -0.07, -0.01, 0.10, 0.10, 0.08, 0.09, 0.17, 0.10, 0.01, 0.10, 0.10, -0.04],
  "gap_ev": 12.089,
  "total_charge": 1,
  "e_lumo_ha": -0.106,
  "homo_energy_ha": -0.55051,
  "e_above_lowest_kcal_mol": 22.3
}

---

Record 13
{
  "formula": "C3H11N2",
  "method": "ωB97M-V with the def2-TZVPD basis set",
  "species": ["N", "N", "H", "C", "H", "H", "H", "C", "H", "H", "H", "H", "H", "H", "C", "H"],
  "positions_angstrom": [[0.73, 0.79, 0.17], [-0.19, -1.61, -0.34], [2.49, 1.82, -0.73], [2.00, 1.05, 0.03], [0.59, -0.49, -0.44], [-0.84, 1.43, -1.19], [-0.85, -1.53, 1.69], [-1.30, -1.49, 0.71], [-1.80, -0.57, 0.57], [-0.93, -1.47, -1.08], [-2.11, -2.22, 0.66], [0.51, -2.50, -0.39], [2.64, 0.48, 0.68], [-0.89, 1.73, 0.49], [-0.24, 1.76, -0.34], [0.20, 2.81, -0.48]],
  "lowdin_charge": [-0.16, -0.02, 0.15, 0.05, 0.19, 0.09, 0.09, -0.07, 0.06, 0.13, 0.10, 0.21, 0.09, 0.06, -0.09, 0.12],
  "gap_ev": 10.775,
  "total_charge": 1,
  "e_lumo_ha": -0.151,
  "homo_energy_ha": -0.54701,
  "e_above_lowest_kcal_mol": 82.6
}

---

Record 14
{
  "formula": "C3H11N2",
  "method": "ωB97M-V with the def2-TZVPD basis set",
  "species": ["C", "H", "H", "N", "H", "H", "H", "C", "H", "N", "H", "H", "H", "H", "C", "H"],
  "positions_angstrom": [[0.34, 0.36, -0.22], [1.22, 0.76, 1.78], [-0.65, -1.32, 0.21], [0.20, -1.08, -0.41], [-0.37, 0.95, -0.84], [-0.70, -0.98, -2.36], [-1.86, 1.42, 1.59], [-0.74, 1.56, 1.70], [-0.39, 2.44, 1.16], [0.28, 0.48, 1.39], [0.99, -1.56, 0.08], [1.31, 0.50, -0.62], [-0.06, -2.49, -2.05], [1.04, -1.24, -2.32], [0.13, -1.51, -1.80], [-0.75, 1.71, 2.71]],
  "lowdin_charge": [-0.13, 0.13, 0.22, -0.05, 0.15, 0.14, 0.11, -0.11, 0.08, -0.06, 0.20, 0.11, 0.08, 0.11, -0.02, 0.04],
  "gap_ev": 10.873,
  "total_charge": 1,
  "smiles": "CNC[NH2+]C",
  "e_lumo_ha": -0.122,
  "homo_energy_ha": -0.52176,
  "e_above_lowest_kcal_mol": 50.7
}

---

Number 1: energy -593.63800 a.u.. Number 2: energy -991.87978 a.u.. Number 3: energy -991.88037 a.u.. Number 4: energy -991.82392 a.u.. Number 5: energy -774.48456 a.u.. Number 6: energy -916.64871 a.u.. Number 7: energy -1314.80752 a.u.. Number 8: energy -1159.96294 a.u.. Number 9: energy -582.56724 a.u.. Number 10: energy -175.63453 a.u.. Number 11: energy -230.14855 a.u.. Number 12: energy -230.14682 a.u.. Number 13: energy -230.05082 a.u.. Number 14: energy -230.10165 a.u..